{
  "formula": "C33H47N4O6P2PtS",
  "method": "wB97M-V/def2-TZVPD",
  "spin_multiplicity": 5,
  "homo_ha": [-0.5685, -0.6118],
  "molar_mass_g_mol": 884.85,
  "gap_ev": [7.89, 5.72],
  "total_charge": 3,
  "elements": ["Pt", "C", "C", "C", "O", "P", "O", "C", "P", "O", "O", "C", "C", "C", "O", "C", "C", "C", "O", "C", "C", "C", "H", "H", "H", "H", "H", "H", "H", "H", "H", "H", "H", "H", "H", "H", "H", "H", "H", "H", "H", "H", "H", "H", "H", "H", "H", "H", "H", "H", "H", "H", "C", "N", "C", "C", "N", "C", "S", "C", "C", "C", "C", "C", "N", "H", "H", "H", "H", "H", "H", "H", "H", "H", "C", "C", "C", "C", "N", "C", "C", "C", "C", "C", "C", "C", "H", "H", "H", "H", "H", "H", "H", "H"],
  "xyz": [[0.8204, -0.7622, -0.5232], [-1.8830, 4.5549, 1.2652], [-0.4613, 4.1583, 1.5887], [-0.1069, 4.2609, 3.0534], [-0.1636, 2.7823, 1.1011], [-0.9716, 1.4694, 1.2263], [-0.0649, 0.2668, 1.1558], [-2.1629, 1.3740, -0.1269], [-1.3345, 1.5168, -1.7280], [0.1005, 1.0858, -1.5948], [-1.4999, 3.0240, -2.0656], [-0.7146, 3.8122, -3.0485], [-0.4350, 3.0137, -4.3033], [0.5313, 4.3213, -2.3612], [-2.0433, 0.6104, -2.7759], [-3.4506, 0.5626, -3.2385], [-4.1455, 1.9031, -3.1611], [-4.1659, -0.5264, -2.4702], [-1.7840, 1.5518, 2.5500], [-2.1985, 0.4770, 3.4702], [-0.9906, -0.1206, 4.1590], [-3.0465, -0.5381, 2.7373], [-2.0229, 5.6004, 1.5393], [-2.6006, 3.9678, 1.8418], [-2.0915, 4.4571, 0.1993], [0.2353, 4.7488, 0.9964], [-0.7991, 3.6879, 3.6688], [-0.1669, 5.3061, 3.3569], [0.9104, 3.9148, 3.2328], [-2.9331, 2.1384, -0.0169], [-2.6356, 0.3919, -0.0545], [-1.3889, 4.6369, -3.2706], [0.2008, 2.1522, -4.0881], [0.0886, 3.6529, -5.0137], [-1.3531, 2.6697, -4.7781], [1.1963, 3.4928, -2.1119], [0.2762, 4.8610, -1.4492], [1.0539, 5.0085, -3.0263], [-3.3371, 0.2665, -4.2798], [-4.2646, 2.2413, -2.1296], [-5.1425, 1.7940, -3.5878], [-3.6217, 2.6719, -3.7253], [-4.3845, -0.2159, -1.4463], [-3.5758, -1.4430, -2.4543], [-5.1171, -0.7446, -2.9553], [-2.8037, 1.0200, 4.1932], [-0.3650, -0.6561, 3.4429], [-1.3378, -0.8182, 4.9225], [-0.4050, 0.6559, 4.6516], [-2.4342, -1.1084, 2.0329], [-3.8673, -0.0558, 2.2062], [-3.4790, -1.2366, 3.4534], [4.4731, -0.9916, 4.0057], [3.4720, -2.0635, 3.9525], [3.2910, -2.9941, 4.8971], [2.2593, -3.8128, 4.4801], [1.8403, -3.3668, 3.2778], [2.5813, -2.2601, 2.9165], [2.5485, -1.2898, 1.5756], [0.7583, -3.9887, 2.5454], [0.5727, -5.3544, 2.6824], [-0.5365, -5.9049, 2.0615], [-1.3787, -5.0771, 1.3366], [-1.0556, -3.7334, 1.2345], [0.0037, -3.1845, 1.8287], [4.9897, -1.0647, 4.9576], [3.9756, -0.0290, 3.9247], [5.1808, -1.1128, 3.1899], [3.8731, -3.0334, 5.8034], [1.7991, -4.6417, 4.9897], [1.2673, -5.9802, 3.2255], [-0.7342, -6.9651, 2.1427], [-2.2648, -5.4671, 0.8557], [-1.6773, -3.0557, 0.6598], [4.5109, 1.3991, -1.8401], [4.9070, 0.6572, -2.9400], [4.1555, -0.4451, -3.3203], [3.0303, -0.7854, -2.5819], [2.6790, -0.0666, -1.4992], [3.3800, 1.0008, -1.1406], [2.1160, -1.8827, -2.9064], [2.2658, -2.7020, -4.0094], [1.3192, -3.6835, -4.2577], [0.1973, -3.8601, -3.4018], [0.0415, -3.0646, -2.3068], [0.9870, -2.0490, -2.0084], [5.0608, 2.2736, -1.5224], [5.7865, 0.9362, -3.5044], [4.4451, -1.0229, -4.1856], [3.0196, 1.5522, -0.2807], [3.0994, -2.5897, -4.6881], [1.4277, -4.3277, -5.1207], [-0.5230, -4.6321, -3.6383], [-0.8081, -3.1923, -1.6503]],
  "forces_ev_per_a": [[-0.365, 0.101, -0.298], [-0.002, -0.017, 0.017], [-0.011, 0.032, 0.008], [-0.007, -0.031, -0.015], [0.032, -0.009, -0.011], [-0.092, -0.013, -0.029], [0.145, 0.048, 0.120], [0.049, 0.002, -0.024], [-0.169, 0.109, 0.108], [0.022, -0.183, -0.164], [0.029, -0.012, 0.015], [0.033, 0.011, -0.043], [-0.014, -0.013, 0.031], [-0.020, -0.013, 0.033], [0.024, -0.033, 0.065], [-0.037, 0.003, -0.028], [0.022, 0.003, 0.010], [0.009, -0.002, 0.010], [0.090, 0.004, 0.055], [-0.039, -0.035, -0.002], [0.006, 0.022, 0.006], [0.028, -0.002, -0.037], [-0.008, 0.003, -0.011], [0.009, 0.009, -0.004], [0.007, 0.004, -0.011], [0.000, -0.003, -0.008], [-0.007, 0.002, 0.002], [0.003, 0.000, 0.002], [0.000, 0.005, -0.003], [0.017, 0.017, -0.002], [-0.016, 0.006, -0.016], [-0.009, 0.006, 0.004], [0.008, 0.016, -0.006], [-0.006, 0.005, -0.004], [-0.006, 0.001, 0.003], [0.001, 0.006, -0.007], [-0.001, 0.003, -0.020], [0.009, -0.003, -0.001], [0.016, -0.004, -0.002], [-0.007, -0.003, -0.006], [-0.001, 0.000, 0.001], [0.003, -0.003, -0.006], [0.003, -0.003, -0.002], [-0.006, 0.003, -0.015], [-0.002, 0.006, 0.007], [-0.028, 0.006, -0.017], [-0.021, -0.011, 0.012], [0.005, 0.004, 0.007], [0.005, -0.005, -0.012], [-0.007, -0.001, 0.004], [-0.011, -0.002, 0.019], [0.009, -0.004, 0.000], [0.000, 0.005, -0.012], [-0.011, 0.017, -0.005], [-0.021, -0.036, 0.013], [0.009, 0.042, 0.020], [-0.050, -0.032, 0.034], [0.080, 0.077, 0.039], [0.146, -0.116, 0.027], [-0.040, -0.084, -0.118], [0.063, -0.036, -0.023], [-0.026, -0.020, -0.021], [0.010, -0.006, -0.018], [0.040, 0.040, -0.052], [-0.079, 0.057, 0.220], [0.000, 0.000, 0.002], [-0.007, -0.002, 0.004], [-0.002, -0.011, -0.003], [-0.002, 0.004, -0.004], [0.002, -0.001, -0.007], [-0.003, 0.016, 0.013], [0.000, 0.003, 0.006], [0.003, 0.009, -0.008], [-0.014, 0.002, 0.017], [-0.005, 0.016, 0.008], [-0.007, -0.010, -0.005], [0.043, 0.025, -0.026], [-0.021, -0.029, -0.036], [0.114, 0.022, 0.094], [-0.013, 0.015, 0.003], [0.030, 0.031, 0.019], [0.004, -0.009, -0.011], [-0.049, -0.023, 0.025], [0.038, -0.038, -0.092], [0.009, 0.041, 0.084], [0.110, 0.062, 0.087], [0.000, -0.002, 0.000], [-0.001, 0.001, 0.000], [-0.010, -0.003, 0.001], [-0.005, -0.011, 0.012], [-0.004, -0.005, -0.004], [0.007, 0.006, 0.000], [-0.006, 0.005, 0.012], [-0.025, -0.051, -0.029]]
}